Density functional theory data (ωB97M-V/def2-TZVPD) for a molecular structure, C45H56ClF5NO4PPdSeTe at a distorted geometry.

As for the HOMO energy (alpha / beta): -4.66 / -4.85 eV. Its multiplicity is 2. The gap between HOMO and LUMO (alpha / beta) is 0.24899 / 0.22440 hartree. The total charge is -1.

Each line ends with the Mulliken spin population.
Element x y z (Å)
1 Pd -0.14791 1.45905 -1.21820  -0.010
2 C 0.58650 1.93692 3.92681  0.000
3 C 0.81322 1.19453 2.63183  -0.038
4 C 1.59991 -0.08702 2.72133  0.067
5 O 0.37714 1.61912 1.58567  0.006
6 H 1.54831 2.20543 4.36951  0.000
7 H 0.07405 1.28655 4.64040  0.000
8 H -0.00534 2.83000 3.74347  0.000
9 H 0.94619 -0.88829 3.06723  -0.030
10 H 2.41762 -0.00024 3.43909  0.001
11 H 1.97405 -0.35933 1.73769  0.005
12 C 4.35436 -0.44735 -0.07858  -0.001
13 C 4.29265 1.06920 -0.28592  -0.002
14 C 3.96163 1.73951 1.05645  0.002
15 C 5.67319 1.57420 -0.71475  0.000
16 P 2.84539 1.47089 -1.44260  -0.001
17 C 3.17964 3.26763 -1.64244  0.003
18 C 2.63452 4.09188 -0.65669  -0.001
19 C 2.89788 5.45454 -0.63454  0.000
20 C 3.70023 6.02523 -1.60898  0.000
21 C 4.23944 5.22313 -2.60351  -0.001
22 C 3.98608 3.86009 -2.61482  -0.001
23 C 3.13790 0.65155 -3.11299  0.001
24 C 2.30924 1.44046 -4.13600  -0.001
25 C 4.57503 0.50363 -3.62086  0.000
26 C 2.52989 -0.75599 -3.00870  0.016
27 H 5.10745 -0.67961 0.68112  0.000
28 H 4.63618 -0.96971 -0.99209  0.000
29 H 3.39819 -0.85315 0.25821  0.010
30 H 4.57510 1.28994 1.84367  0.000
31 H 2.91228 1.62493 1.32242  -0.001
32 H 4.18201 2.80658 1.02398  0.000
33 H 6.34809 1.51221 0.14562  0.000
34 H 5.64266 2.61586 -1.03442  0.000
35 H 6.10751 0.97711 -1.51394  0.000
36 H 1.97003 3.66789 0.08390  0.000
37 H 2.45036 6.07103 0.13566  0.000
38 H 3.88820 7.09152 -1.60699  0.000
39 H 4.85675 5.65907 -3.37934  0.000
40 H 4.42678 3.26206 -3.39823  0.000
41 H 2.75632 2.39997 -4.38965  0.000
42 H 1.30317 1.65362 -3.77493  0.000
43 H 2.23041 0.84714 -5.05213  0.000
44 H 5.13006 1.43967 -3.64890  0.000
45 H 4.53653 0.11149 -4.64211  0.000
46 H 5.14492 -0.20901 -3.02360  0.000
47 H 1.50598 -0.72216 -2.64335  -0.015
48 H 3.10014 -1.40570 -2.34317  0.001
49 H 2.53029 -1.21669 -4.00135  0.000
50 F -7.97259 0.54171 -0.35918  0.000
51 C -6.72955 0.86062 -0.74427  0.006
52 C -6.05253 1.89242 -0.12241  -0.004
53 F -6.64953 2.56771 0.87266  0.000
54 C -4.77229 2.21971 -0.53217  0.002
55 F -4.17891 3.23346 0.10598  0.000
56 C -4.12101 1.55466 -1.56647  0.003
57 Se -2.42815 2.14343 -2.25550  0.040
58 C -4.82619 0.50547 -2.14784  -0.001
59 F -4.29351 -0.20631 -3.14307  0.000
60 C -6.10831 0.15805 -1.75694  -0.003
61 F -6.75738 -0.85159 -2.35395  0.000
62 Cl 0.52388 6.37929 -3.28093  0.000
63 C -0.43288 5.53307 -2.03285  0.001
64 C -0.16212 4.03946 -1.98642  -0.001
65 O -0.02752 3.38107 -3.01891  0.000
66 O -0.15564 3.53488 -0.81140  -0.001
67 H -1.48414 5.66765 -2.28254  0.000
68 H -0.21783 5.99135 -1.07311  0.000
69 C -0.98677 -0.53914 -3.75784  0.041
70 C -0.94953 -1.15164 -2.37510  -0.028
71 O -1.35064 -2.33615 -2.24478  -0.008
72 N -0.45371 -0.46375 -1.35389  0.561
73 Te -0.49565 -2.26640 0.25353  0.327
74 C -0.18778 -3.15834 2.28003  0.166
75 C -0.74293 -2.75626 3.50379  -0.138
76 C -1.64969 -1.56501 3.63884  0.018
77 C -0.44705 -3.46718 4.66723  -0.003
78 C 0.39387 -4.56674 4.66586  0.010
79 C 0.68302 -5.33582 5.92661  0.000
80 C 0.96291 -4.93964 3.45708  -0.005
81 C 0.69779 -4.25495 2.27465  -0.030
82 C 1.40002 -4.74251 1.02734  0.023
83 C -2.58621 -2.26312 0.48855  0.066
84 C -3.26576 -1.10020 0.84556  -0.003
85 C -2.59288 0.21304 1.13183  -0.036
86 C -4.65317 -1.16516 0.97961  0.006
87 C -5.36242 -2.32927 0.74525  -0.001
88 C -6.86210 -2.36257 0.86158  0.000
89 C -4.65488 -3.46916 0.37544  0.003
90 C -3.27483 -3.45702 0.23960  -0.065
91 C -2.55776 -4.70792 -0.18530  0.037
92 H -0.58130 -1.27589 -4.45427  0.003
93 H -0.44345 0.39887 -3.83223  -0.006
94 H -2.02565 -0.34256 -4.01375  -0.005
95 H -1.21667 -0.67591 3.18187  0.004
96 H -1.84383 -1.34936 4.69041  0.002
97 H -2.60560 -1.73674 3.14394  -0.003
98 H -0.89280 -3.14316 5.60299  0.000
99 H 0.31383 -4.80534 6.80438  0.000
100 H 1.75464 -5.49895 6.05372  0.001
101 H 0.20411 -6.31736 5.90454  0.001
102 H 1.64274 -5.78631 3.43006  0.001
103 H 2.07721 -5.55965 1.27772  0.000
104 H 1.98726 -3.95421 0.55323  0.001
105 H 0.69345 -5.09753 0.27513  -0.008
106 H -1.51918 0.11688 1.25287  0.023
107 H -3.01047 0.66760 2.03394  0.001
108 H -2.73584 0.90925 0.31065  0.009
109 H -5.18233 -0.26922 1.28511  0.001
110 H -7.23510 -1.50124 1.41505  0.000
111 H -7.19734 -3.26833 1.36987  0.000
112 H -7.32713 -2.34708 -0.12667  0.000
113 H -5.19417 -4.39117 0.18196  0.000
114 H -3.26849 -5.51812 -0.35107  0.000
115 H -1.84263 -5.03232 0.57572  -0.008
116 H -2.00909 -4.52268 -1.11156  -0.012

---

Density functional theory data (ωB97M-V/def2-TZVPD) for C7H9INP in the gas phase at a distorted geometry.

As for the HOMO energy: -8.19 eV. The SMILES is C=C1C=C[C@H](P(C)I)C=N1. The gap between HOMO and LUMO is 0.30241 hartree.

Each line ends with the natural charge from an NBO analysis.
Element x y z (Å)
1 C -0.71375 0.66519 0.62103  -0.220
2 C 0.59319 0.10724 0.54925  -0.507
3 C -1.77292 -0.10152 0.33098  -0.196
4 C 0.59292 -1.43437 0.37569  0.129
5 C -1.64530 -1.44384 -0.14703  0.035
6 C 1.89285 2.49655 -0.36912  -0.911
7 C -2.58455 -2.14160 -0.77174  -0.346
8 N -0.37662 -2.07041 -0.12111  -0.414
9 P 1.74923 0.70560 -1.04761  0.595
10 I 3.80445 -0.33917 -0.30262  -0.135
11 H -0.91903 1.66091 1.08933  0.222
12 H 1.22644 0.42521 1.26542  0.221
13 H -2.79296 0.23038 0.56640  0.220
14 H 1.57478 -1.94188 0.45900  0.197
15 H 1.35583 2.42470 0.57549  0.215
16 H 1.24637 3.09051 -1.00971  0.239
17 H 2.82070 2.79118 -0.07063  0.238
18 H -3.73846 -1.97338 -0.83746  0.205
19 H -2.31318 -3.15131 -1.15558  0.214

---

Density functional theory data (ωB97M-V/def2-TZVPD) for 2 unconnected molecules or ions with the total composition C4H5NO2 at a distorted geometry.

As for the HOMO energy (alpha / beta): -5.03 / -12.20 eV. Its multiplicity is 3. The gap between HOMO and LUMO (alpha / beta) is 0.20974 / 0.29727 hartree.

Each line ends with the natural charge from an NBO analysis.
Element x y z (Å)
1 C 0.05337 -1.18636 0.19755  0.295
2 C 2.71652 0.33578 0.26347  1.025
3 C -1.30594 0.62672 -0.73844  -0.584
4 C -1.05975 -0.29719 0.49604  -0.536
5 N 0.78668 -2.01517 0.02595  -0.263
6 O 2.01083 0.53279 1.14108  -0.522
7 O 3.43792 0.15880 -0.60114  -0.498
8 H -2.06002 -0.84591 0.71924  0.196
9 H -1.70074 0.03271 -1.52013  0.214
10 H -0.27439 0.88650 -0.90035  0.204
11 H -1.85760 1.47386 -0.41526  0.216
12 H -0.74686 0.29748 1.33200  0.252

---

Density functional theory data (ωB97M-V/def2-TZVPD) for 8 unconnected molecules or ions with the total composition C6H28O11 at a distorted geometry.

As for the HOMO energy: -9.34 eV. The SMILES is OCCO.OCCO.OCCO.O.O.O.O.O. The gap between HOMO and LUMO is 0.32647 hartree.

Each line ends with the natural charge from an NBO analysis.
Element x y z (Å)
1 O 4.45900 -1.23500 16.39700  -0.994
2 H 4.22400 -1.98900 15.86800  0.503
3 H 5.30700 -0.95800 16.07500  0.486
4 O 3.31200 -2.86900 13.78000  -0.934
5 H 3.85400 -3.64300 13.52500  0.466
6 H 3.78600 -2.21200 13.36000  0.472
7 O 6.92400 -0.49300 15.61900  -0.956
8 H 7.61600 -0.26200 15.01400  0.501
9 H 7.20500 -0.17700 16.42600  0.488
10 O 3.13300 -4.50500 16.43800  -0.938
11 H 3.02600 -4.58600 15.51300  0.468
12 H 2.20100 -4.34800 16.73700  0.473
13 O 4.60700 0.30700 18.65100  -0.923
14 H 4.33300 0.36600 17.74900  0.475
15 H 5.45900 -0.04300 18.52800  0.451
16 C 3.06600 -3.30200 20.81500  -0.071
17 C 3.34400 -2.54300 19.48800  -0.065
18 O 4.59000 -2.81700 18.91000  -0.769
19 O 1.92100 -2.89500 21.44900  -0.694
20 H 3.97800 -3.11400 21.45100  0.172
21 H 3.03600 -4.29800 20.54700  0.152
22 H 3.32400 -1.47700 19.76700  0.169
23 H 2.42900 -2.69100 18.79600  0.116
24 H 4.83500 -2.45400 18.00900  0.506
25 H 1.19600 -3.26600 20.86300  0.465
26 C 1.12100 0.12600 17.89400  -0.084
27 C 0.62200 -0.91700 16.93800  -0.066
28 O 1.64900 -0.95600 16.03800  -0.730
29 O 0.30300 0.04000 19.01300  -0.727
30 H 1.06000 1.06800 17.39500  0.161
31 H 2.19100 0.02800 18.22700  0.167
32 H -0.38400 -0.72000 16.57900  0.184
33 H 0.59500 -1.98100 17.28800  0.138
34 H 2.40500 -1.38900 16.47500  0.477
35 H 0.90600 0.05000 19.74700  0.473
36 C 7.38700 -3.53400 14.32300  -0.074
37 C 7.00400 -3.95600 15.70100  -0.091
38 O 8.01800 -4.87500 16.04700  -0.721
39 O 6.49300 -2.60800 13.86700  -0.744
40 H 7.22900 -4.37600 13.60400  0.192
41 H 8.36400 -3.08600 14.33300  0.145
42 H 6.06800 -4.40700 15.80700  0.195
43 H 6.97800 -3.18900 16.46900  0.152
44 H 8.89400 -4.49600 16.03500  0.463
45 H 6.46800 -1.88800 14.48500  0.470